# C4H8ClNS

A 2-piece molecular cluster, C4H8ClNS overall in a non-equilibrium geometry (ωB97M-V/def2-TZVPD, OMol25).

Cartesian coordinates (Å):
C1 -0.237 0.080 1.023
C2 0.148 -1.332 1.022
C3 0.119 0.717 -0.395
C4 -1.017 0.646 -1.394
N1 1.249 -0.076 -0.830
S1 1.112 -1.590 -0.424
Cl1 3.182 0.710 0.491
H1 -1.361 0.297 1.154
H2 0.164 0.649 1.756
H3 0.727 -1.489 1.932
H4 -0.565 -2.095 1.008
H5 0.476 1.836 -0.312
H6 -1.957 1.158 -1.107
H7 -1.396 -0.365 -1.488
H8 -0.645 0.854 -2.436

Values from the calculation:
- Kohn-Sham gap (alpha / beta): 6.86 / 7.85 eV
- HOMO (alpha / beta): -8.75 / -9.41 eV
- Total charge: 0
- ΔE to the lowest compared entry with this formula, charge and spin: 222.12 kJ/mol
- Maximum force: 5.896 eV Å⁻¹
- 2S+1: 1

These are the Löwdin partial charges, in e, on atoms 1 to 5:
1 C -0.217
2 C -0.446
3 C -0.490
4 C -0.083
5 N -0.457



# C4H8ClOP

A 2-piece molecular cluster, C4H8ClOP overall in a non-equilibrium geometry (ωB97M-V/def2-TZVPD, OMol25).

Cartesian coordinates (Å):
C1 -2.317 -1.260 -0.826
P1 -2.244 -0.030 0.584
O1 -1.422 1.197 -0.266
Cl1 -4.016 0.833 0.323
H1 -2.942 -0.997 -1.716
H2 -1.290 -1.488 -1.005
H3 -2.660 -2.191 -0.351
H4 -1.634 2.043 0.109
C2 2.418 1.941 0.433
C3 2.636 0.782 0.371
C4 2.767 -0.648 0.455
H5 2.289 3.011 0.318
H6 2.067 -1.469 0.003
H7 2.605 -0.808 1.497
H8 3.741 -0.915 0.073

Values from the calculation:
- Kohn-Sham gap: 10.16 eV
- SMILES: CP(O)Cl.C#CC
- HOMO: -9.33 eV
- Total charge: 0
- ΔE to the lowest compared entry with this formula, charge and spin: 257.11 kJ/mol
- Maximum force: 3.020 eV Å⁻¹
- 2S+1: 1

These are the Löwdin partial charges, in e, on atoms 1 to 5:
1 C -0.337
2 P 0.439
3 O -0.423
4 Cl 0.234
5 H 0.055



# C4H8ClOP

One molecule with the formula C4H8ClOP in a non-equilibrium geometry (ωB97M-V/def2-TZVPD, OMol25).

Cartesian coordinates (Å):
C1 0.157 -0.139 -1.261
C2 -0.105 -0.240 0.240
C3 -0.156 1.134 1.003
C4 0.638 -1.349 1.061
P1 -1.161 -1.681 1.005
O1 -1.121 -2.518 -0.446
Cl1 -2.324 -3.593 -0.799
H1 -0.381 0.770 -1.631
H2 -0.319 -1.009 -1.814
H3 1.303 -0.186 -1.510
H4 -0.484 1.988 0.415
H5 0.947 1.338 1.239
H6 -0.828 1.157 1.924
H7 1.159 -2.176 0.557
H8 1.019 -1.012 2.022

Values from the calculation:
- Kohn-Sham gap: 9.24 eV
- SMILES: CC1(C)CP1OCl
- HOMO: -8.89 eV
- Total charge: 0
- ΔE to the lowest compared entry with this formula, charge and spin: 373.50 kJ/mol
- Maximum force: 2.271 eV Å⁻¹
- 2S+1: 1

These are the Löwdin partial charges, in e, on atoms 1 to 5:
1 C -0.100
2 C -0.631
3 C -0.107
4 C -0.304
5 P 0.922



# C4H8EuO

C4H8EuO as an isolated structure in a non-equilibrium geometry (ωB97M-V/def2-TZVPD, OMol25).

Cartesian coordinates (Å):
H1 -1.534 -0.479 -0.427
C1 0.505 -1.305 -0.292
C2 1.708 -0.422 -0.022
C3 0.430 -0.097 0.671
C4 -0.448 1.051 0.275
O1 -1.713 0.544 -0.197
Eu1 -3.860 1.819 -0.918
H2 0.543 -2.322 0.100
H3 0.098 -1.119 -1.288
H4 2.019 0.247 -0.826
H5 2.514 -0.844 0.577
H6 0.346 -0.381 1.722
H7 0.023 1.628 -0.534
H8 -0.630 1.680 1.158

Values from the calculation:
- Kohn-Sham gap (alpha / beta): 6.74 / 6.98 eV
- HOMO (alpha / beta): -16.91 / -16.91 eV
- Total charge: +2
- ΔE to the lowest compared entry with this formula, charge and spin: 0.00 kJ/mol
- Maximum force: 3.137 eV Å⁻¹
- ⟨S²⟩: 15.759
- 2S+1: 8

These are the Löwdin partial charges, in e, on atoms 1 to 5:
1 H 0.158
2 C -0.092
3 C -0.082
4 C -0.272
5 C -0.210



# C4H8FN3

One molecule with the formula C4H8FN3 in a non-equilibrium geometry (ωB97M-V/def2-TZVPD, OMol25).

Cartesian coordinates (Å):
C1 3.016 -0.191 -0.554
C2 1.931 0.208 0.093
F1 1.787 1.500 0.474
C3 0.762 -0.615 0.532
N1 -0.478 -0.007 0.040
C4 -1.645 -0.742 0.136
N2 -2.823 -0.250 0.041
N3 -2.806 1.162 -0.133
H1 3.790 0.535 -0.764
H2 3.107 -1.230 -0.880
H3 0.858 -1.635 0.113
H4 0.754 -0.680 1.608
H5 -0.579 0.941 0.312
H6 -1.569 -1.821 0.288
H7 -3.787 1.466 -0.256
H8 -2.317 1.359 -1.050

Values from the calculation:
- Kohn-Sham gap: 9.29 eV
- SMILES: C=C(F)CN/C=N\N
- HOMO: -8.38 eV
- Total charge: 0
- ΔE to the lowest compared entry with this formula, charge and spin: 96.98 kJ/mol
- Maximum force: 1.402 eV Å⁻¹
- 2S+1: 1

These are the Löwdin partial charges, in e, on atoms 1 to 5:
1 C 0.083
2 C -0.358
3 F 0.046
4 C -0.147
5 N -0.007



# C4H8FN3

One molecule with the formula C4H8FN3 (ωB97M-V/def2-TZVPD, OMol25).

Cartesian coordinates (Å):
H1 -2.369 -0.372 2.013
N1 -1.760 -0.227 1.205
C1 -0.763 0.461 1.603
N2 0.269 0.829 0.768
N3 1.172 1.767 1.287
C2 0.281 0.569 -0.613
C3 0.229 -0.654 -1.134
C4 0.142 -0.998 -2.576
F1 0.230 -1.728 -0.333
H2 -0.604 0.850 2.616
H3 1.082 2.665 0.809
H4 2.111 1.424 1.142
H5 0.277 1.436 -1.254
H6 0.192 -0.108 -3.183
H7 -0.808 -1.505 -2.780
H8 0.948 -1.684 -2.861

Values from the calculation:
- Kohn-Sham gap: 9.34 eV
- SMILES: [H]/N=C/N(N)/C=C(/C)F
- HOMO: -8.44 eV
- Total charge: 0
- ΔE to the lowest compared entry with this formula, charge and spin: 91.43 kJ/mol
- Maximum force: 0.654 eV Å⁻¹
- 2S+1: 1

These are the Löwdin partial charges, in e, on atoms 1 to 5:
1 H 0.037
2 N 0.080
3 C -0.273
4 N -0.209
5 N 0.057



# C4H8FNO

C4H8FNO as an isolated structure in a non-equilibrium geometry (ωB97M-V/def2-TZVPD, OMol25).

Cartesian coordinates (Å):
C1 -2.469 0.232 -0.876
C2 -1.737 0.030 0.190
C3 2.294 -0.084 0.553
C4 0.847 -0.360 0.253
N1 -0.049 0.454 0.921
O1 0.669 -0.181 -1.224
F1 -2.046 -0.804 1.145
H1 -3.529 -0.115 -0.793
H2 -2.168 0.992 -1.609
H3 2.878 -0.919 0.326
H4 2.661 0.776 -0.079
H5 2.332 0.065 1.584
H6 0.593 -1.400 0.509
H7 0.020 1.355 0.405
H8 -0.296 -0.041 -1.305

Values from the calculation:
- Kohn-Sham gap: 10.90 eV
- HOMO: -10.16 eV
- Total charge: 0
- ΔE to the lowest compared entry with this formula, charge and spin: 300.09 kJ/mol
- Maximum force: 5.745 eV Å⁻¹
- 2S+1: 1

These are the Löwdin partial charges, in e, on atoms 1 to 5:
1 C 0.043
2 C -0.256
3 C -0.028
4 C -0.533
5 N 0.104



# C4H8FNO2

A 2-piece molecular cluster, C4H8FNO2 overall (ωB97M-V/def2-TZVPD, OMol25).

Cartesian coordinates (Å):
C1 -2.719 0.341 -0.890
C2 -2.595 0.746 0.562
C3 2.006 -0.310 -0.776
C4 0.197 -0.012 0.775
N1 1.470 -0.063 0.537
O1 -3.667 0.575 -1.583
O2 -1.652 -0.317 -1.360
F1 -0.005 0.216 2.097
H1 -1.799 1.481 0.671
H2 -3.528 1.201 0.897
H3 -2.376 -0.117 1.182
H4 1.188 -0.387 -1.489
H5 2.669 0.506 -1.064
H6 2.577 -1.239 -0.776
H7 -0.968 -0.375 -0.641
H8 2.162 0.061 1.281

Values from the calculation:
- Kohn-Sham gap: 10.21 eV
- HOMO: -9.68 eV
- Total charge: 0
- ΔE to the lowest compared entry with this formula, charge and spin: 120.36 kJ/mol
- Maximum force: 0.920 eV Å⁻¹
- 2S+1: 1

These are the Löwdin partial charges, in e, on atoms 1 to 5:
1 C -0.597
2 C -0.026
3 C -0.059
4 C -0.109
5 N -0.030



# C4H8HgO3

C4H8HgO3 as an isolated structure in a non-equilibrium geometry (ωB97M-V/def2-TZVPD, OMol25).

Cartesian coordinates (Å):
C1 -1.050 -1.784 1.547
O1 -0.341 -2.343 0.695
H1 -1.711 0.270 -0.118
H2 -1.733 -2.394 2.160
H3 -0.656 -0.864 2.017
O2 -0.533 -0.376 -1.731
C2 -1.051 0.686 -1.046
C3 0.071 1.544 -0.462
O3 0.818 0.753 0.465
C4 1.959 0.168 0.071
Hg1 0.554 -1.598 -0.855
H4 -1.667 1.349 -1.682
H5 -0.349 2.380 0.111
H6 0.734 1.928 -1.253
H7 2.500 -0.301 0.896
H8 2.454 0.584 -0.814

Values from the calculation:
- Kohn-Sham gap (alpha / beta): 7.13 / 7.91 eV
- HOMO (alpha / beta): -12.32 / -13.78 eV
- Total charge: +1
- ΔE to the lowest compared entry with this formula, charge and spin: 122.55 kJ/mol
- Maximum force: 6.043 eV Å⁻¹
- ⟨S²⟩: 0.761
- 2S+1: 2

These are the Löwdin partial charges, in e, on atoms 1 to 5:
1 C 0.028
2 O -0.209
3 H 0.145
4 H 0.127
5 H 0.112



# C4H8IN2

An isolated ion of composition C4H8IN2 and charge +1 in a non-equilibrium geometry (ωB97M-V/def2-TZVPD, OMol25).

Cartesian coordinates (Å):
C1 0.532 -0.680 -0.653
C2 -1.693 0.265 -1.135
C3 -1.296 -1.355 0.643
C4 2.634 1.703 1.073
N1 1.663 -0.930 -0.959
N2 -0.695 -0.544 -0.362
I1 3.556 0.425 -0.100
H1 -1.609 1.323 -0.842
H2 -1.517 0.316 -2.221
H3 -2.706 -0.174 -0.980
H4 -2.217 -0.890 0.954
H5 -1.511 -2.375 0.162
H6 -0.728 -1.531 1.474
H7 2.704 2.762 0.792
H8 2.882 1.685 2.154

Values from the calculation:
- Kohn-Sham gap (alpha / beta): 6.85 / 6.83 eV
- HOMO (alpha / beta): -13.28 / -13.29 eV
- Total charge: +1
- ΔE to the lowest compared entry with this formula, charge and spin: 483.42 kJ/mol
- Maximum force: 4.032 eV Å⁻¹
- 2S+1: 1

These are the Löwdin partial charges, in e, on atoms 1 to 5:
1 C -0.282
2 C 0.015
3 C -0.025
4 C -0.504
5 N -0.055



# C4H8IN2

An isolated ion of composition C4H8IN2 and charge +1 in a non-equilibrium geometry (ωB97M-V/def2-TZVPD, OMol25).

Cartesian coordinates (Å):
C1 0.835 1.088 -0.068
C2 -1.336 1.171 0.778
C3 0.499 -0.157 -0.817
C4 -1.261 -0.267 0.494
N1 0.034 1.679 0.700
N2 1.352 -1.276 -0.370
I1 -2.628 -1.272 -0.809
H1 1.910 1.571 -0.145
H2 -2.052 1.733 0.068
H3 -1.597 1.433 1.909
H4 0.373 -0.128 -1.936
H5 -0.919 -0.898 1.215
H6 0.819 -2.055 -0.233
H7 1.939 -1.126 0.446
H8 2.031 -1.497 -1.232

Values from the calculation:
- Kohn-Sham gap: 8.86 eV
- HOMO: -12.94 eV
- Total charge: +1
- ΔE to the lowest compared entry with this formula, charge and spin: 406.89 kJ/mol
- Maximum force: 5.699 eV Å⁻¹
- 2S+1: 1

These are the Löwdin partial charges, in e, on atoms 1 to 5:
1 C -0.207
2 C -0.295
3 C -0.161
4 C -0.566
5 N 0.044



# C4H8IN2

C4H8IN2 as an isolated structure in a non-equilibrium geometry (ωB97M-V/def2-TZVPD, OMol25).

Cartesian coordinates (Å):
C1 -0.166 1.275 1.244
C2 -0.116 -0.910 0.667
C3 -0.024 -0.042 -0.503
C4 0.810 -0.597 -1.608
N1 -0.024 1.296 -0.016
N2 -0.177 0.011 1.756
I1 -2.662 0.356 -1.414
H1 -0.133 2.155 1.881
H2 -1.063 -1.381 0.725
H3 0.797 -1.632 0.681
H4 0.478 -1.632 -1.808
H5 1.891 -0.733 -1.133
H6 0.826 0.026 -2.461
H7 -0.093 1.998 -0.701
H8 -0.343 -0.192 2.690

Values from the calculation:
- Kohn-Sham gap (alpha / beta): 7.01 / 7.02 eV
- HOMO (alpha / beta): -12.79 / -12.79 eV
- Total charge: +1
- ΔE to the lowest compared entry with this formula, charge and spin: 173.35 kJ/mol
- Maximum force: 4.583 eV Å⁻¹
- 2S+1: 1

These are the Löwdin partial charges, in e, on atoms 1 to 5:
1 C -0.040
2 C -0.157
3 C -0.439
4 C -0.037
5 N 0.091



# C4H8Li3O8S

C4H8Li3O8S as an isolated structure in a non-equilibrium geometry (ωB97M-V/def2-TZVPD, OMol25).

Cartesian coordinates (Å):
Li1 -0.851 2.611 -0.522
Li2 0.144 0.077 -0.170
Li3 -2.463 -0.310 -1.096
S1 2.078 1.761 -1.423
O1 2.404 0.402 -1.846
O2 3.007 2.014 -0.318
O3 2.198 2.594 -2.580
O4 0.713 1.728 -0.842
O5 -0.701 -1.052 -1.984
C1 -0.389 -2.352 -1.439
C2 0.982 -2.595 -0.729
O6 1.419 -1.632 0.190
H1 -0.354 -3.091 -2.240
H2 -1.198 -2.692 -0.792
H3 1.737 -2.643 -1.513
H4 0.909 -3.514 -0.146
O7 0.649 0.811 2.236
C3 -0.613 1.359 2.635
C4 -1.862 0.874 1.774
O8 -1.861 0.968 0.330
H5 -0.553 2.445 2.702
H6 -0.696 1.139 3.700
H7 -2.771 1.305 2.192
H8 -1.926 -0.209 1.881

Values from the calculation:
- Kohn-Sham gap (alpha / beta): 3.36 / 3.28 eV
- HOMO (alpha / beta): 0.21 / 0.30 eV
- Total charge: -2
- Maximum force: 5.248 eV Å⁻¹
- ⟨S²⟩: 0.755
- 2S+1: 2

These are the Löwdin partial charges, in e, on atoms 1 to 5:
1 Li 0.724
2 Li 0.608
3 Li 0.726
4 S 0.130
5 O -0.419



# C4H8LuO3

C4H8LuO3 as an isolated structure in a non-equilibrium geometry (ωB97M-V/def2-TZVPD, OMol25).

Cartesian coordinates (Å):
C1 -2.266 0.383 -0.576
H1 -2.570 1.129 0.171
H2 -3.206 -0.060 -0.945
H3 -1.911 0.492 -1.619
O1 -1.845 -1.057 0.289
C2 -1.053 -2.046 -0.400
H4 -1.004 -2.941 0.248
H5 -1.442 -2.234 -1.423
O2 2.185 0.608 0.946
C3 1.912 1.796 0.824
C4 0.729 2.230 0.020
O3 0.131 1.164 -0.605
Lu1 0.958 -0.834 -0.311
H6 2.457 2.553 1.417
H7 1.100 2.999 -0.692
H8 0.057 2.768 0.724

Values from the calculation:
- Kohn-Sham gap: 6.05 eV
- HOMO: -11.43 eV
- Total charge: +1
- ΔE to the lowest compared entry with this formula, charge and spin: 187.73 kJ/mol
- Maximum force: 5.414 eV Å⁻¹
- 2S+1: 1

These are the Löwdin partial charges, in e, on atoms 1 to 5:
1 C 0.019
2 H 0.089
3 H 0.070
4 H 0.080
5 O -0.350



# C4H8N

A 2-piece molecular cluster, C4H8N overall in a non-equilibrium geometry (ωB97M-V/def2-TZVPD, OMol25).

Cartesian coordinates (Å):
C1 1.098 0.165 2.203
C2 0.262 0.228 1.371
C3 -0.322 -1.479 -0.790
C4 -0.622 0.365 0.234
N1 -0.025 1.228 -0.742
H1 1.709 -0.101 3.058
H2 -0.444 -2.236 -0.063
H3 -1.018 -1.421 -1.571
H4 0.627 -1.479 -1.223
H5 -1.735 0.485 0.380
H6 0.038 2.102 -0.292
H7 -0.587 1.260 -1.608
H8 1.019 0.883 -0.957

Values from the calculation:
- Kohn-Sham gap: 9.91 eV
- HOMO: -14.02 eV
- Total charge: +1
- ΔE to the lowest compared entry with this formula, charge and spin: 314.74 kJ/mol
- Maximum force: 5.705 eV Å⁻¹
- 2S+1: 1

These are the Löwdin partial charges, in e, on atoms 1 to 5:
1 C 0.162
2 C -0.151
3 C 0.133
4 C -0.202
5 N 0.152